# 1
Molecular formula: C4H7NO
Method: DFT, ωB97M-V with the def2-TZVPD basis set

Its spin multiplicity is 1. For the HOMO energy, the calculation gives -10.434 eV. The HOMO-LUMO gap comes out at 0.421 Eh. The calculation puts the maximum force at 1.2 eV/Å. As for the net charge: 0.

Last column: natural (NBO) charge in e.
Cartesian coordinates (Å):
C -1.77 -0.94 1.08  -0.438
N -0.45 -0.80 1.60  -0.508
C 0.64 -0.66 1.98  0.252
C 1.07 1.35 -0.64  -0.117
C 1.28 0.19 -1.50  -0.115
O -0.03 0.58 -1.11  -0.515
H -1.77 -0.64 0.03  0.250
H -2.46 -0.30 1.64  0.222
H -2.09 -1.98 1.18  0.221
H 1.29 1.26 0.42  0.199
H 1.15 2.35 -1.06  0.181
H 1.50 0.33 -2.56  0.181
H 1.64 -0.74 -1.06  0.188

# 2
Molecular formula: C4H7NO
Method: DFT, ωB97M-V with the def2-TZVPD basis set

Its spin multiplicity is 1. For the HOMO energy, the calculation gives -8.399 eV. The HOMO-LUMO gap comes out at 0.337 Eh. The calculation puts the maximum force at 1.2 eV/Å. As for the net charge: 0.

Last column: natural (NBO) charge in e.
Cartesian coordinates (Å):
C -0.70 -1.86 -0.51  -0.679
C 0.37 -1.15 -0.23  0.501
N 1.38 -0.46 -0.28  -0.479
C 1.27 0.93 0.16  -0.342
C 0.01 1.01 1.01  0.417
O -0.46 -0.01 1.47  -0.510
H -0.82 -2.08 -1.56  0.245
H -1.41 -2.24 0.22  0.254
H 2.13 1.15 0.80  0.230
H 1.29 1.66 -0.66  0.224
H -0.47 1.97 1.25  0.151
H -1.36 0.17 -0.88  0.057
H -1.23 0.90 -0.79  -0.068

# 3
Molecular formula: C4H7NO
Method: DFT, ωB97M-V with the def2-TZVPD basis set

Its spin multiplicity is 1. For the HOMO energy, the calculation gives -9.566 eV. The HOMO-LUMO gap comes out at 0.389 Eh. The calculation puts the maximum force at 0.6 eV/Å. As for the net charge: 0.

Last column: natural (NBO) charge in e.
Cartesian coordinates (Å):
O 2.15 1.10 -0.45  -0.658
C 0.94 0.58 -0.22  0.552
N -0.04 1.36 -0.03  -0.512
C -1.23 0.56 0.14  -0.235
C -0.75 -0.89 0.40  -0.414
C 0.67 -0.90 -0.21  -0.491
H 1.92 2.05 -0.42  0.495
H -1.84 0.64 -0.77  0.186
H -1.83 0.97 0.97  0.197
H -1.41 -1.64 -0.02  0.214
H -0.68 -1.06 1.48  0.207
H 0.68 -1.28 -1.24  0.227
H 1.40 -1.48 0.36  0.232

# 4
Molecular formula: C4H7NO
Method: DFT, ωB97M-V with the def2-TZVPD basis set

Its spin multiplicity is 1. For the HOMO energy, the calculation gives -9.732 eV. The HOMO-LUMO gap comes out at 0.387 Eh. The calculation puts the maximum force at 3.1 eV/Å. As for the net charge: 0.

Last column: natural (NBO) charge in e.
Cartesian coordinates (Å):
C -0.15 -2.60 -0.28  -0.297
C -0.64 -1.32 -0.23  -0.306
C 0.26 -0.16 -0.25  0.609
O 1.44 -0.28 -0.57  -0.626
N -0.36 0.99 0.06  -0.609
C 0.41 2.24 0.39  -0.446
H -0.76 -3.50 -0.18  0.200
H 0.89 -2.78 -0.46  0.218
H -1.75 -1.10 -0.11  0.196
H -1.36 0.90 0.28  0.394
H 0.68 2.31 1.56  0.204
H 1.43 2.14 -0.17  0.249
H -0.10 3.16 -0.03  0.214

# 5
Molecular formula: C4H7NO
Method: DFT, ωB97M-V with the def2-TZVPD basis set

Its spin multiplicity is 1. For the HOMO energy, the calculation gives -9.170 eV. The HOMO-LUMO gap comes out at 0.372 Eh. The calculation puts the maximum force at 1.0 eV/Å. As for the net charge: 0.

Last column: natural (NBO) charge in e.
Cartesian coordinates (Å):
H 1.14 0.55 -1.80  0.340
N 0.37 -0.04 -1.47  -0.643
C 0.78 -0.87 -0.60  0.148
C -0.15 -1.84 0.06  -0.686
H 1.83 -0.92 -0.28  0.155
H 0.05 -2.85 -0.30  0.230
H -1.19 -1.58 -0.18  0.230
H -0.01 -1.84 1.14  0.228
C -0.94 2.11 0.37  -0.797
C -0.05 1.56 1.16  0.726
O 0.75 1.06 1.85  -0.484
H -1.20 1.57 -0.54  0.290
H -1.37 3.07 0.61  0.262

# 6
Molecular formula: C4H7NO
Method: DFT, ωB97M-V with the def2-TZVPD basis set

Its spin multiplicity is 1. For the HOMO energy, the calculation gives -9.296 eV. The HOMO-LUMO gap comes out at 0.338 Eh. The calculation puts the maximum force at 0.4 eV/Å. As for the net charge: 0.

Last column: natural (NBO) charge in e.
Cartesian coordinates (Å):
C 0.66 -1.18 0.06  -0.521
C -0.69 -1.27 0.27  -0.146
O -1.53 0.78 0.34  -0.599
C -0.98 1.43 -0.56  0.465
N 0.35 1.45 -0.79  -0.560
C 1.04 0.81 0.14  -0.029
H 1.34 -1.40 0.88  0.228
H 1.05 -1.36 -0.94  0.229
H -1.39 -1.42 -0.55  0.209
H -1.11 -1.39 1.27  0.210
H -1.59 1.98 -1.30  0.130
H 0.74 0.87 1.19  0.188
H 2.11 0.72 -0.03  0.197

# 7
Molecular formula: C4H7NO
Method: DFT, ωB97M-V with the def2-TZVPD basis set

Its spin multiplicity is 1. For the HOMO energy, the calculation gives -8.825 eV. The HOMO-LUMO gap comes out at 0.358 Eh. The calculation puts the maximum force at 1.7 eV/Å. As for the net charge: 0.

Last column: natural (NBO) charge in e.
Cartesian coordinates (Å):
H -1.37 -0.33 -1.51  0.334
N -1.94 -0.44 -0.66  -0.555
C -1.14 -0.39 0.34  0.047
C 0.26 0.08 0.14  -0.209
C 0.49 1.54 0.41  -0.624
C 1.11 -0.84 -0.33  0.158
O 0.64 -2.10 -0.50  -0.669
H -1.54 -0.57 1.34  0.187
H 1.32 1.93 -0.19  0.225
H -0.41 2.12 0.16  0.221
H 0.70 1.70 1.47  0.218
H 2.16 -0.68 -0.55  0.194
H -0.27 -2.02 -0.12  0.476

# 8
Molecular formula: C4H7NO
Method: DFT, ωB97M-V with the def2-TZVPD basis set

Its spin multiplicity is 1. For the HOMO energy, the calculation gives -10.283 eV. The HOMO-LUMO gap comes out at 0.409 Eh. The calculation puts the maximum force at 3.2 eV/Å. As for the net charge: 0.

Last column: natural (NBO) charge in e.
Cartesian coordinates (Å):
C 1.72 0.23 0.47  -0.263
O 1.02 -0.39 -0.61  -0.562
C -0.26 0.26 -0.99  -0.066
C -1.23 -0.64 -0.25  -0.620
C -1.90 -0.06 0.91  0.282
N -2.36 0.40 1.87  -0.338
H 2.22 1.11 0.06  0.180
H 1.06 0.51 1.31  0.180
H 2.49 -0.48 0.83  0.202
H -0.25 1.31 -0.68  0.202
H -0.33 0.16 -2.08  0.210
H -0.22 -1.21 0.01  0.338
H -1.95 -1.21 -0.86  0.256

The evaluated ΔE to the lowest compared entry with this formula, charge and spin for the records listed, in turn: 77.1 101.6 14.1 33.8 48.6 79.2 51.0 62.8 kcal/mol.